[1]
Entry from the Open Molecules 2025 dataset: C22H23FO3 in the gas phase in a non-equilibrium geometry (ωB97M-V/def2-TZVPD).

XYZ file:
```
49
Properties=species:S:1:pos:R:3:forces:R:3
C -1.35326 3.48909 -5.65400 0.928 0.551 -0.813
C 0.19321 3.55113 -5.71238 0.227 -0.232 -0.182
C 0.86111 3.79762 -4.33572 -0.959 0.117 -0.113
C 0.53285 2.70288 -3.28155 -0.541 1.492 0.060
C 1.20677 3.02358 -1.92574 0.567 -0.853 -0.185
C 0.77938 1.99725 -0.90797 -0.933 -0.709 1.418
C -0.05648 2.29316 0.20900 0.300 0.211 -0.745
C -0.59351 1.29136 1.01500 0.584 1.445 -0.089
O -1.42044 1.62323 2.08947 0.603 -0.904 -0.343
C -1.01938 2.76132 2.84855 -0.020 0.717 -0.533
C -0.25628 -0.04752 0.75619 -0.950 -1.259 0.924
C -0.84186 -1.13569 1.51748 1.348 -2.470 -1.201
C -0.54402 -2.45886 1.16344 -1.316 2.963 1.076
C -1.22916 -3.61848 1.88646 -0.167 0.580 -0.154
C -0.45219 -4.15223 3.06357 1.004 -1.330 -0.018
C 0.45880 -5.23586 2.84671 -0.680 0.925 0.407
C 1.21089 -5.76888 3.89511 -0.115 -0.278 -0.359
C 0.99268 -5.30269 5.16790 -0.192 0.941 0.504
F 1.71100 -5.82415 6.21231 -0.507 0.323 -0.657
C 0.11486 -4.24120 5.40969 0.533 -0.042 0.353
C -0.59450 -3.65110 4.36104 0.423 -0.661 -0.201
C 0.30966 -2.71733 0.00741 -0.216 -2.278 0.526
O 0.42474 -3.87778 -0.37015 0.661 1.914 -0.378
O 0.99595 -1.67276 -0.57209 -0.812 -0.223 0.157
C 0.60011 -0.39558 -0.28422 0.282 2.434 -0.298
C 1.10361 0.65994 -1.08076 0.008 -1.250 0.103
H -1.75527 4.38443 -5.15303 0.036 -0.381 -0.091
H -1.75191 3.45542 -6.69354 0.094 -0.102 0.804
H -1.60478 2.59180 -5.11575 -0.600 -0.246 0.147
H 0.57907 2.59105 -6.14761 -0.285 0.728 0.334
H 0.50654 4.35283 -6.40654 -0.089 -0.306 0.284
H 1.93386 3.90751 -4.48060 0.185 -0.129 0.094
H 0.49546 4.79652 -3.97075 0.280 -0.832 -0.089
H 0.80682 1.70545 -3.60603 0.211 -0.119 -0.216
H -0.57472 2.68619 -3.13899 0.736 -0.019 0.036
H 2.30898 2.93649 -2.02945 -0.492 0.171 -0.118
H 1.00072 4.04526 -1.60862 -0.186 -0.044 0.071
H -0.28268 3.34463 0.38458 -0.098 -0.308 0.056
H -1.55118 2.79337 3.79886 -0.334 -0.247 -0.289
H 0.03891 2.74304 3.09719 0.242 -0.169 -0.191
H -1.22506 3.68393 2.26974 0.029 -0.343 0.488
H -1.48798 -0.92274 2.34328 -0.328 0.109 0.283
H -1.43152 -4.43126 1.18239 0.087 0.212 0.062
H -2.19906 -3.23233 2.24040 0.283 -0.184 -0.098
H 0.54409 -5.64465 1.84100 0.120 0.161 0.196
H 1.95762 -6.54515 3.75563 -0.215 0.015 -0.155
H 0.08221 -3.83143 6.42046 -0.205 -0.193 -0.249
H -1.26110 -2.82035 4.56307 0.025 -0.029 -0.006
H 1.73647 0.31949 -1.87041 0.447 0.127 -0.613
```
Forces are in eV/Å.

The frontier orbital gap comes out at 8.434 eV. The calculation puts the molar mass at 354.4 g/mol. Its spin multiplicity is 1. As for the SMILES: CCCCCc1cc(OC)c2cc(Cc3ccc(F)cc3)c(=O)oc2c1. For the total energy, the calculation gives -32046.83466 eV. The value obtained for the HOMO energy is -8.5 eV. The calculation puts the LUMO energy at -0.10 eV.


[2]
Entry from the Open Molecules 2025 dataset: a molecular structure, C22H23FeN2O7 in a non-equilibrium geometry (ωB97M-V/def2-TZVPD).

XYZ file:
```
55
Properties=species:S:1:pos:R:3:forces:R:3
Fe 0.23742 0.74629 -0.24212 -2.136 -0.698 0.542
C -1.90511 1.14588 -1.51178 0.204 -1.151 -0.854
C -0.80307 0.69941 -2.32592 -1.194 -0.375 0.590
C -0.56507 -0.69308 -2.02291 -1.021 0.607 0.035
H -0.33546 1.28519 -3.10219 0.266 0.067 0.173
C -1.56779 -1.09889 -1.09071 -0.343 0.805 -0.421
C -2.35747 0.03957 -0.73658 0.286 -0.224 -1.213
H -3.21812 0.06611 -0.06319 0.553 -0.040 -0.122
H -2.38406 2.12422 -1.55950 0.454 -0.290 0.274
H 0.15735 -1.33958 -2.50337 -0.235 0.107 0.014
H -1.78091 -2.12200 -0.79752 0.362 0.196 0.323
C 0.58570 0.78515 2.07303 -0.488 -1.000 -0.232
C -0.81394 0.48787 2.21844 1.081 -0.577 0.557
C -1.01664 -0.87204 1.85848 0.958 0.169 0.771
H -1.56144 1.15219 2.65318 0.317 -0.162 -0.456
C 0.22949 -1.41883 1.45091 -0.213 0.448 0.510
C 1.22645 -0.38823 1.48706 -0.706 0.377 1.161
H 2.30043 -0.49590 1.33108 -0.286 -0.083 0.078
H 1.09844 1.67195 2.45103 -0.265 -0.162 -0.543
H -1.97064 -1.39914 1.95832 0.438 0.169 -0.281
H 0.43686 -2.47632 1.32265 -0.126 0.164 -0.493
O 1.87438 1.13596 -1.26300 3.265 -3.897 -1.398
C 2.28542 -3.31386 -0.67378 -0.861 3.415 -2.103
C 2.49344 -2.13864 -1.45627 0.999 -3.890 -1.343
C 1.11177 -4.19285 -0.99014 -1.081 -0.235 0.298
C 3.05454 -3.71563 0.53322 0.651 -0.033 0.153
C 2.59566 0.20372 -1.79782 -0.069 6.049 -0.765
H 1.91380 -2.03682 -2.44900 0.663 -0.486 2.067
H 3.56979 -1.88050 -1.66903 -1.096 0.126 1.135
H 3.70926 0.23486 -1.55242 -1.372 -0.596 0.260
H 2.39134 0.03809 -2.90613 -0.193 -0.745 1.394
H 1.45217 -5.22378 -0.88967 -0.014 -0.237 -0.070
H 0.63530 -4.08607 -1.98349 0.624 0.281 0.421
H 0.26821 -4.09369 -0.26541 0.682 0.134 -0.219
H 3.62131 -4.62767 0.32692 0.243 0.032 -0.172
H 2.39691 -4.02763 1.33674 -0.449 0.179 0.154
H 3.72266 -2.95132 0.94925 -0.159 -0.114 -0.387
O -1.96776 2.97907 1.05647 0.971 0.500 -0.587
C -0.90289 3.36206 0.54830 0.537 -0.571 -0.192
O -0.02327 2.65341 -0.09488 -0.633 1.453 0.554
C -0.45105 4.80565 0.66574 0.869 0.915 0.832
C 0.48090 5.40294 -0.21598 -0.446 -0.430 -0.256
C 0.75610 6.79444 -0.11448 -0.555 -0.053 0.522
C 0.25709 7.53861 0.97298 -0.099 -0.231 -0.054
C -0.49752 6.86712 1.95781 0.119 0.609 0.088
C -0.82776 5.49970 1.81792 -0.373 -0.739 -0.495
N -1.03797 7.53392 3.11390 0.307 -1.156 -0.733
O -0.90763 8.75733 3.28080 0.166 0.403 -0.035
O -1.64733 6.79091 3.91964 0.090 0.723 0.115
N 1.44397 7.46464 -1.19409 -0.074 0.068 0.439
O 1.87194 6.78540 -2.14918 -0.271 0.587 0.728
O 1.56987 8.70743 -1.12701 0.147 -0.608 -0.275
H 0.99468 4.81103 -0.96687 -0.417 0.132 -0.003
H 0.44917 8.60756 1.04230 -0.103 -0.311 0.022
H -1.37689 4.97760 2.60327 0.025 0.375 -0.510
```
Forces are in eV/Å.

The frontier orbital gap (spin up / spin down) comes out at 2.647 / 4.755 eV. Its expectation value of S² is 8.823. The calculation puts the molar mass at 483.3 g/mol. Its spin multiplicity is 6. As for the net charge: -2. Its energy above the lowest of the compared OMol25 structures with the same formula, charge and spin is 0.583 eV. For the total energy, the calculation gives -74877.23121 eV. The value obtained for the HOMO energy (spin up / spin down) is 0.6 / -1.5 eV. The calculation puts the LUMO energy (spin up / spin down) at 3.21 / 3.22 eV.